No. 1
A 2-piece molecular cluster, C9H12N2O2S overall at a distorted geometry. Source: the Open Molecules 2025 dataset; level of theory: ωB97M-V/def2-TZVPD.

The geometry in XYZ format:
```
26
Properties=species:S:1:pos:R:3:forces:R:3
N -0.274658 -2.916803 -0.554066 0.094 -2.116 2.715
C 0.426941 -2.010481 0.262403 -0.480 0.444 0.272
O 1.072011 -2.710469 1.283718 1.002 2.593 0.347
C 0.391864 -0.662741 0.169976 -0.231 -0.789 -1.146
S 1.347308 0.374696 1.207838 0.504 0.372 -0.330
C 0.937365 1.928760 0.220467 4.265 0.657 1.147
C -0.447772 2.124378 0.333863 -2.890 -1.238 -0.739
C -1.268515 1.185814 -0.152383 0.108 0.279 -0.593
C -0.445607 0.100771 -0.900094 -1.302 -1.571 0.468
C 0.508263 0.801482 -1.868662 -2.924 -2.008 -3.682
C 1.469994 1.632859 -1.216179 4.116 2.564 1.065
H -1.133016 -2.642137 -1.000847 0.060 0.797 0.014
H -0.586345 -3.643448 0.177869 0.594 0.948 -1.812
H 1.586791 -2.017002 1.857068 -1.374 -1.953 -1.549
H 1.483181 2.714415 0.851972 -0.354 -0.967 -1.419
H -0.825328 2.917299 0.880752 -0.640 1.557 1.041
H -2.373384 1.315600 0.016451 1.244 -0.765 -0.545
H -1.068080 -0.646354 -1.522551 0.771 1.268 1.257
H -0.209481 1.460868 -2.452665 0.948 -0.678 0.266
H 0.887457 0.014412 -2.630440 -0.220 1.362 1.357
H 2.545463 1.246095 -1.119218 -1.648 -0.104 0.041
H 1.697985 2.548834 -1.842713 -0.699 -0.521 0.958
N -1.173594 -0.379931 2.579141 -0.033 0.392 0.565
C -1.798642 -1.067158 1.821217 -0.068 -0.507 -0.018
O -2.482298 -1.792406 1.191532 0.096 0.439 0.207
H -0.267901 0.122647 2.405551 -0.939 -0.455 0.113
```
Forces are in eV/Å.

Summary:
LUMO level ... 0.491 eV
Kohn-Sham gap ... 8.271 eV
Total charge ... 0
Calculated total energy ... -27436.0322 eV
Relative energy (zero: lowest compared OMol25 entry of this formula, charge and spin) ... 2.148 eV



No. 2
C9H12N2O4 as an isolated structure at a distorted geometry. Source: the Open Molecules 2025 dataset; level of theory: ωB97M-V/def2-TZVPD.

The geometry in XYZ format:
```
27
Properties=species:S:1:pos:R:3:forces:R:3
C 3.350384 -0.270367 -0.060297 1.853 1.896 0.878
C 2.729564 -1.329014 0.508403 -1.063 -2.192 0.170
C 2.661921 0.707474 -0.753156 -1.049 -0.058 -1.062
C 1.328597 -1.484725 0.316764 1.170 0.737 -0.922
C 1.320450 0.530115 -1.042779 -0.300 -1.148 0.797
C 0.634333 -0.569546 -0.481266 0.172 0.379 -0.126
C -0.923330 1.841201 0.395950 -1.485 1.378 -2.005
C -0.857508 -0.660374 -0.752138 1.360 -1.089 1.412
C -1.553924 0.546865 0.656935 2.344 -2.834 -0.323
N -1.095963 -0.072622 1.830870 0.334 -0.446 1.218
N -2.828556 0.182745 0.181782 -1.224 0.222 -0.491
O -3.344614 -0.863509 0.652194 0.193 1.638 -0.853
O -3.253195 0.782505 -0.872387 0.128 -0.807 1.829
O -1.304347 -1.947107 -0.429862 -0.228 1.941 -0.516
O -1.209756 -0.190109 -1.935624 0.070 0.398 -1.370
H 4.396253 -0.038416 0.216080 -0.483 -0.492 -0.524
H 3.357365 -2.141001 0.974784 -1.018 1.054 -0.225
H 3.128239 1.564947 -1.193027 0.551 0.284 0.075
H 0.846115 -2.367542 0.637121 -0.519 -0.709 0.512
H 0.705172 1.196842 -1.620605 0.394 0.274 -0.373
H -1.190897 2.472321 1.186939 0.025 1.133 1.543
H -1.359471 2.372961 -0.476845 0.164 -0.611 0.325
H 0.136768 1.805247 0.227225 0.190 -0.220 0.521
H -0.441379 0.468757 2.458716 -1.179 -0.984 -1.510
H -0.930022 -1.114141 1.811821 -0.462 1.864 -0.008
H -2.277266 -1.800455 -0.447788 -0.014 -1.065 0.246
H -2.024930 0.376944 -1.989804 0.076 -0.543 0.782
```
Forces are in eV/Å.

Summary:
LUMO level ... -0.353 eV
Kohn-Sham gap ... 8.643 eV
Total charge ... 0
Calculated total energy ... -20693.5920 eV
Relative energy (zero: lowest compared OMol25 entry of this formula, charge and spin) ... 5.926 eV